ORCA calculation (ωB97M-V/def2-TZVPD) on a structure of composition C6H11Br3OSi.

```
! RIJCOSX wB97M-V def2-TZVPD def2/J DEFGRID3
* xyz 0 1
C 2.84756 -1.57327 0.61437
C 1.48326 -1.26526 0.01979
Br 0.09202 -2.29643 0.94185
C 1.08723 0.20577 0.06237
Br 2.42102 1.16633 -1.01362
Si -0.63206 0.69846 -0.58637
C -0.71825 2.49429 -1.02958
Br -0.94580 -0.50380 -2.43608
C -1.98424 0.34952 0.67355
C -2.91252 -0.83303 0.49455
O -3.50258 -1.33758 1.40616
H 3.61782 -1.47150 -0.15090
H 2.88084 -2.59039 1.00313
H 3.08416 -0.88460 1.42825
H 1.41232 -1.60097 -1.01486
H 1.20486 0.60107 1.07699
H 0.03845 2.78270 -1.75797
H -0.59052 3.10414 -0.12805
H -1.70710 2.70762 -1.44620
H -1.55816 0.25885 1.67865
H -2.62320 1.24423 0.68806
H -2.99512 -1.25614 -0.52410
*
```

Calculated values
HOMO energy = -9.7 eV
LUMO energy = 0.45 eV
Kohn-Sham gap = 10.20 eV
Energy relative to the best compared isomer or geometry (same formula, charge and spin) = 0.0000 eV



ORCA calculation (ωB97M-V/def2-TZVPD) on a structure of composition C6H11Br4CuN2.

```
! RIJCOSX wB97M-V def2-TZVPD def2/J DEFGRID3
* xyz -1 2
Cu -4.73301 -0.04494 1.81115
C 3.93155 0.56854 -1.01529
C 3.13599 -0.66643 -0.76366
N 1.70193 -0.58120 -0.36787
C 0.94628 -1.54912 0.22143
C -0.35443 -1.05000 0.27426
N -0.37197 0.24220 -0.25640
C 0.88917 0.47241 -0.69933
C -1.49111 1.12943 -0.33435
H 3.82354 1.15291 -0.10154
H 3.45541 1.08917 -1.84616
H 5.00764 0.56160 -1.18874
H 3.58862 -1.19301 0.07654
H 3.19144 -1.32334 -1.63170
H 1.35819 -2.51122 0.48806
H -1.29109 -1.48630 0.58846
H 1.19430 1.29099 -1.33433
H -2.30683 0.62111 0.17976
H -1.76733 1.32569 -1.37034
H -1.13478 2.01102 0.19849
Br -2.38553 1.03985 3.17294
Br -5.84520 2.11311 0.28007
Br -6.59773 -1.19190 3.71853
Br -3.94510 -2.02057 -0.09998
*
```

Calculated values
HOMO energy (spin up / spin down) = -5.2 / -5.0 eV
LUMO energy (spin up / spin down) = 1.40 / 0.16 eV
Kohn-Sham gap (spin up / spin down) = 6.63 / 5.14 eV
Energy relative to the best compared isomer or geometry (same formula, charge and spin) = 0.0000 eV



ORCA calculation (ωB97M-V/def2-TZVPD) on the molecule C6H11Cl.

```
! RIJCOSX wB97M-V def2-TZVPD def2/J DEFGRID3
* xyz 0 1
C 1.52806 1.91948 -1.22462
C 1.19756 0.84712 -0.22401
C -0.26480 0.43926 -0.23174
C -0.77173 -0.69870 0.25782
C 0.18339 -1.99049 0.45620
C -2.13492 -0.84966 0.83873
Cl -3.15175 0.56162 0.46961
H 1.56305 1.69310 -2.31839
H 0.74163 2.71250 -1.09452
H 2.52123 2.37426 -1.09461
H 1.86043 -0.05839 -0.27281
H 1.40991 1.22200 0.78543
H -0.93726 1.28994 -0.34882
H 1.18467 -1.84463 -0.01848
H 0.23875 -2.26684 1.52601
H -0.42807 -2.75715 -0.02023
H -2.69261 -1.74410 0.58687
H -2.04753 -0.84933 1.92756
*
```

Calculated values
HOMO energy = -9.1 eV
LUMO energy = 0.98 eV
Kohn-Sham gap = 10.12 eV
Energy relative to the best compared isomer or geometry (same formula, charge and spin) = 0.6911 eV



ORCA calculation (ωB97M-V/def2-TZVPD) on a cluster of 6 separate species, C6H11Cl13 in total.

```
! RIJCOSX wB97M-V def2-TZVPD def2/J DEFGRID3
* xyz -1 2
C 1.46554 2.85837 1.84779
Cl 1.93728 1.97681 3.36845
Cl -0.15544 3.52355 1.96014
Cl 1.53347 1.72545 0.48978
H 2.17914 3.67069 1.70997
C -0.68168 -0.84212 0.00392
Cl -1.73678 0.56545 -0.19327
Cl -0.60144 -1.74689 -1.54082
H 0.33359 -0.56978 0.29229
H -1.00384 -1.47774 0.82873
C 3.27179 -2.06871 2.93666
Cl 4.03832 -1.00785 4.20767
Cl 1.67901 -1.42125 2.53151
H 3.96281 -2.13003 2.09593
H 3.14908 -3.07448 3.33849
C -0.85149 1.15164 -3.95920
Cl 0.68874 0.30396 -4.13556
Cl -0.68211 2.90965 -4.26119
H -1.54047 0.81410 -4.73345
H -1.21058 1.03441 -2.93675
C -3.36960 3.67821 -0.98870
Cl -4.47728 5.07562 -0.75070
Cl -3.95250 2.61823 -2.33844
H -2.35246 3.95808 -1.26294
H -3.33214 3.06927 -0.08544
C 0.33681 -5.06209 0.21445
Cl 1.74938 -4.04397 0.47677
Cl -0.98022 -4.39355 1.18732
H 0.08705 -5.00873 -0.84521
H 0.51603 -6.08621 0.54181
*
```

Calculated values
HOMO energy (spin up / spin down) = 0.3 / -6.5 eV
LUMO energy (spin up / spin down) = 2.27 / 2.19 eV
Kohn-Sham gap (spin up / spin down) = 1.93 / 8.70 eV
Energy relative to the best compared isomer or geometry (same formula, charge and spin) = 0.1702 eV